The following is a quantum chemistry calculation of the molecule C4H8N4 at a distorted geometry, from the OMol25 dataset.

As for the total charge: 0. For the lowest unoccupied orbital energy, the calculation gives 0.0287 Ha. Its SMILES is [H]/N=C1/NCCN/C1=N/[H]. The value obtained for the frontier orbital gap is 9.42 eV. As for the energy above the lowest of the compared OMol25 structures with the same formula, charge and spin: 1.430 eV.

Cartesian coordinates (Å):
C1 -1.025 -0.755 -0.106
C2 1.476 -0.654 0.400
C3 1.537 0.709 -0.277
C4 -0.968 0.726 -0.034
H1 -2.761 -0.916 -0.305
H2 0.263 -2.329 0.256
H3 2.344 -1.306 0.182
H4 1.455 -0.624 1.513
H5 2.244 1.536 -0.107
H6 1.690 0.310 -1.367
H7 -0.009 2.377 -0.442
H8 -2.744 0.920 0.538
N1 -1.993 -1.519 -0.320
N2 0.264 -1.334 -0.024
N3 0.157 1.321 -0.281
N4 -1.928 1.538 0.374